C4H2AgO5 | the ωB97M-V functional and the def2-TZVPD basis

Its HOMO energy (spin up / spin down) is -0.1068 / -0.1068 Ha. The HOMO-LUMO gap (spin up / spin down) is 4.59 / 4.59 eV. As for the largest force on an atom: 0.071 hartree/bohr. For the energy relative to the best compared isomer or geometry (same formula, charge and spin), the calculation gives 3.269 eV. Its LUMO energy (spin up / spin down) is 1.69 / 1.69 eV. The total energy is -676.69932 Eh.

Geometry as ORCA input:
```
! wB97M-V def2-TZVPD RIJCOSX def2/J DEFGRID3
* xyz -1 1
O -1.4237 0.0045 0.5841
C -1.0333 0.5519 -0.4720
O -1.6003 0.6480 -1.5456
O -0.1630 2.1152 0.0469
C 0.9983 2.0294 0.5198
C 1.6796 0.7421 0.6062
C 1.0299 -0.5151 -0.7101
O 1.4523 -0.4031 -1.8690
O 0.7683 -1.6180 -0.1325
Ag -0.4373 -1.6202 1.6911
H 1.7515 0.4732 1.6703
H 2.7171 0.7644 0.2611
*
```

Need the Mulliken charges? In units of e they are: O -0.6797; C 0.8407; O -0.5764; O -0.0980; C -0.5718; C -0.2242; C 0.5907; O -0.6182; O -0.7175; Ag 0.4878; H 0.2256; H 0.3410